A molecular structure, C44H41BrCaF4O5P2Se2Si. Source: the OMol25 dataset; level of theory: ωB97M-V/def2-TZVPD.

```
101
Properties=species:S:1:pos:R:3
Ca 0.32 1.31 -0.63
O -1.03 5.22 4.18
C -0.74 4.44 3.30
C -1.60 3.31 2.79
O -2.73 3.06 3.16
C -0.79 2.60 1.81
C 0.45 3.27 1.61
O 1.31 2.89 0.75
C 0.57 4.39 2.55
O 1.54 5.11 2.74
O -1.09 1.52 1.19
Se 2.04 1.24 -3.23
P 3.45 0.27 -1.95
Se 2.56 -0.77 -0.28
C 4.66 1.50 -1.33
C 5.90 1.68 -1.94
C 6.75 2.68 -1.49
C 6.37 3.51 -0.44
C 5.13 3.34 0.16
C 4.28 2.33 -0.28
C 4.51 -0.90 -2.86
C 4.49 -0.96 -4.25
C 5.33 -1.84 -4.92
C 6.19 -2.66 -4.21
C 6.21 -2.61 -2.82
C 5.37 -1.74 -2.15
H 6.19 1.05 -2.76
H 7.72 2.81 -1.97
H 7.04 4.29 -0.10
H 4.81 3.98 0.96
H 3.31 2.22 0.20
H 3.81 -0.31 -4.79
H 5.31 -1.88 -6.00
H 6.84 -3.35 -4.74
H 6.87 -3.26 -2.26
H 5.36 -1.71 -1.07
F 0.35 -5.83 6.33
C 0.14 -4.78 5.52
C -0.91 -3.93 5.75
F -1.72 -4.15 6.79
C -1.12 -2.85 4.91
F -2.14 -2.05 5.23
C -0.31 -2.59 3.81
P -0.58 -1.15 2.63
C -2.41 -1.26 2.51
C -3.26 -0.16 2.61
C -4.62 -0.32 2.37
C -5.14 -1.56 2.01
C -4.28 -2.65 1.89
C -2.93 -2.49 2.13
C -0.12 0.19 3.78
C -0.92 0.76 4.76
C -0.44 1.80 5.54
C 0.86 2.27 5.36
C 1.67 1.70 4.40
C 1.18 0.67 3.60
C 0.77 -3.46 3.62
Br 2.02 -3.19 2.23
C 0.99 -4.54 4.46
F 2.02 -5.38 4.28
H -2.89 0.83 2.83
H -5.26 0.54 2.44
H -6.20 -1.67 1.82
H -4.67 -3.62 1.59
H -2.27 -3.35 2.00
H -1.94 0.43 4.89
H -1.09 2.28 6.26
H 1.21 3.11 5.94
H 2.66 2.09 4.21
H 1.80 0.27 2.80
C -1.99 1.51 -4.25
Si -1.97 2.11 -2.41
C -2.11 4.06 -2.63
C -0.95 4.48 -3.53
C -3.41 4.57 -3.26
C -1.92 4.75 -1.27
C -3.68 1.40 -1.75
C -3.39 -0.04 -1.32
C -4.81 1.37 -2.78
C -4.17 2.16 -0.51
H -2.76 1.98 -4.87
H -2.16 0.43 -4.28
H -1.02 1.69 -4.72
H -1.08 4.12 -4.56
H 0.01 4.09 -3.16
H -0.87 5.58 -3.57
H -3.61 4.08 -4.22
H -3.35 5.65 -3.45
H -4.27 4.40 -2.62
H -0.95 4.49 -0.84
H -2.69 4.47 -0.55
H -1.95 5.84 -1.39
H -2.96 -0.64 -2.13
H -4.32 -0.54 -0.99
H -2.70 -0.07 -0.47
H -4.53 0.77 -3.66
H -5.07 2.37 -3.14
H -5.71 0.92 -2.34
H -3.40 2.20 0.27
H -5.04 1.65 -0.07
H -4.47 3.18 -0.74
```

Summary:
- Energy above the lowest of the compared OMol25 structures with the same formula, charge and spin: 0.00 kcal/mol
- Kohn-Sham gap: 5.26 eV
- Maximum force: 0.0025 Eh/bohr
- Total charge: -2
- E_tot: -313036.6266 eV


A gas-phase ion, C3H6N3O2 (charge +1) at a distorted geometry. Source: the OMol25 dataset; level of theory: ωB97M-V/def2-TZVPD.

```
14
Properties=species:S:1:pos:R:3
C 0.78 -1.57 -1.17
C -0.63 -0.27 0.15
C 1.44 -0.21 -0.84
N -0.48 -1.52 -0.55
N 0.49 0.43 0.05
N -1.72 0.23 0.74
O 1.26 -2.58 -1.63
O 0.52 1.79 0.32
H 2.38 -0.20 -0.36
H 1.65 0.28 -1.72
H -1.30 -2.08 -0.68
H -2.47 -0.13 1.24
H -1.77 1.26 0.78
H 1.18 1.86 1.03
```

Summary:
- Energy above the lowest of the compared OMol25 structures with the same formula, charge and spin: 15.56 kcal/mol
- Kohn-Sham gap (spin up / spin down): 6.76 / 5.96 eV
- Maximum force: 0.1245 Eh/bohr
- Total charge: +1
- E_tot: -11760.3622 eV
- Multiplicity: 3